111
Properties=species:S:1:pos:R:3 method="wB97M-V/def2-TZVPD" charge=-1 e_homo_ev="-5.0 / -5.0" e_tot_ha=-15751.201140
In -0.697 -0.468 0.363
C -0.340 6.506 2.108
C -0.983 6.439 0.717
C -0.014 7.039 -0.311
C -2.254 7.289 0.738
C -1.271 4.984 0.337
C -0.282 4.053 0.394
C -0.534 2.706 0.030
N 0.370 1.711 -0.015
C 1.666 1.806 -0.098
C 2.406 3.000 -0.408
C 3.752 2.988 -0.422
C 4.411 1.743 -0.098
C 3.816 0.543 0.114
C 2.348 0.506 0.055
O 1.663 -0.525 0.149
C 4.727 -0.667 0.362
C 3.971 -1.958 0.655
C 5.605 -0.894 -0.877
C 5.618 -0.377 1.580
C 4.539 4.252 -0.775
C 4.310 5.297 0.326
C 4.048 4.816 -2.114
C 6.043 3.991 -0.890
C -1.857 2.254 -0.274
O -2.065 1.011 -0.519
C -2.904 3.242 -0.333
C -2.562 4.542 -0.077
C -4.344 2.820 -0.597
C -5.290 4.020 -0.655
C -4.799 1.927 0.568
C -4.449 2.075 -1.934
H -0.158 7.547 2.387
H 0.617 5.985 2.141
H -0.989 6.056 2.861
H 0.191 8.088 -0.082
H -0.430 6.981 -1.319
H 0.936 6.500 -0.310
H -2.005 8.306 1.049
H -2.992 6.896 1.439
H -2.718 7.350 -0.248
H 0.691 4.309 0.788
H 1.858 3.878 -0.715
H 5.491 1.757 -0.068
H 3.320 -2.257 -0.163
H 3.347 -1.863 1.542
H 4.701 -2.754 0.829
H 4.989 -1.070 -1.760
H 6.236 -1.772 -0.724
H 6.258 -0.043 -1.084
H 5.005 -0.189 2.463
H 6.272 0.484 1.428
H 6.252 -1.242 1.784
H 3.255 5.570 0.391
H 4.883 6.204 0.117
H 4.617 4.913 1.300
H 3.002 5.120 -2.068
H 4.148 4.076 -2.910
H 4.635 5.696 -2.386
H 6.477 3.677 0.062
H 6.546 4.911 -1.193
H 6.266 3.226 -1.636
H -3.348 5.280 -0.126
H -5.315 4.573 0.287
H -6.300 3.656 -0.849
H -5.028 4.714 -1.459
H -4.570 2.399 1.527
H -4.308 0.956 0.545
H -5.879 1.773 0.520
H -4.160 2.733 -2.757
H -5.483 1.759 -2.100
H -3.815 1.192 -1.953
Se -0.752 0.241 2.874
Se 1.174 -0.838 3.632
Se 0.525 -3.075 3.601
Se 1.046 -3.672 1.412
F -3.802 -5.179 -1.177
C -3.046 -4.440 -2.008
C -2.903 -3.079 -1.835
C -2.056 -2.468 -2.744
F -1.797 -1.142 -2.643
C -1.408 -3.124 -3.770
F -0.601 -2.471 -4.618
C -1.593 -4.487 -3.910
F -0.977 -5.157 -4.892
C -2.416 -5.148 -3.021
F -2.591 -6.472 -3.147
Ge -3.582 -1.841 -0.341
S -0.644 -2.929 0.240
C -5.286 -1.215 -1.305
C -6.350 -0.776 -0.534
F -6.280 -0.806 0.812
C -7.524 -0.260 -1.053
F -8.511 0.162 -0.249
C -7.674 -0.172 -2.424
F -8.797 0.330 -2.954
C -6.644 -0.598 -3.237
F -6.773 -0.503 -4.568
C -5.483 -1.098 -2.668
F -4.529 -1.453 -3.548
C -4.472 -3.191 0.892
C -4.023 -3.291 2.197
F -3.018 -2.526 2.652
C -4.579 -4.157 3.128
F -4.111 -4.218 4.382
C -5.640 -4.959 2.756
F -6.197 -5.797 3.638
C -6.131 -4.879 1.465
F -7.167 -5.652 1.105
C -5.541 -4.005 0.572
F -6.074 -3.974 -0.665